Computed, not measured: a 2-piece molecular cluster, C6H12BBr2O7PS overall at a distorted geometry, with ωB97M-V with the def2-TZVPD basis set.

```
30
Properties=species:S:1:pos:R:3:forces:R:3
C 1.91793 0.03755 2.32332 0.0875 -0.3517 0.1208
C 1.51928 1.48642 2.27333 0.9804 0.1825 1.1050
Br 2.38522 2.62880 3.57649 -0.0993 -0.6323 -0.2904
C 0.65345 1.99500 1.43489 -0.6511 0.5101 -0.7701
Br 0.25663 3.89032 1.44444 -0.2292 -0.7675 -0.3270
B -0.07808 1.08312 0.37281 -0.2755 -0.1580 0.0053
C -1.14539 0.02216 0.85263 0.7825 0.6716 0.1919
P -2.44849 0.67937 1.94491 -0.6533 -1.2412 -0.5360
O -3.60015 -0.19291 1.82639 -0.9584 -0.5968 0.0975
O -1.84053 0.67800 3.44238 0.1264 1.2522 -0.6696
O -2.91323 2.16460 1.51204 1.4910 -0.0616 0.4445
H 1.21671 -0.53449 2.94548 0.2365 0.1999 0.1018
H 2.92601 -0.06390 2.73355 -0.2210 0.0102 0.0267
H 1.93316 -0.44715 1.34050 -0.0751 0.3448 0.0356
H 0.15962 1.14400 -0.78063 -0.2269 0.6886 0.0096
H -1.60908 -0.52011 0.02508 -0.2272 0.2734 0.1916
H -0.61572 -0.74215 1.44555 -0.1778 0.2567 0.0949
H -2.03071 1.52952 3.87191 0.1546 -0.3493 0.1354
H -2.15243 2.76975 1.40727 -0.3438 0.1220 0.0480
C -0.12196 -2.55342 -3.00553 -0.4823 0.0417 0.2317
C -0.22814 -1.35375 -3.92256 0.1322 -0.2553 -0.4737
O 0.49211 -0.31740 -3.24344 -0.0017 -0.1825 0.5025
S 1.70404 -0.96634 -2.41512 -0.4570 -0.3062 -0.4088
O 2.89096 -0.85338 -3.17522 0.2598 0.0326 0.1901
O 1.61813 -0.50638 -1.07471 0.4291 -0.1625 0.0055
O 1.20731 -2.49185 -2.47370 0.1444 0.3350 -0.2391
H -0.82682 -2.48210 -2.17405 -0.0172 -0.0093 -0.0358
H -0.27674 -3.49262 -3.53045 0.2459 -0.0368 0.0506
H -1.25741 -1.05205 -4.09779 0.0655 0.2213 0.1561
H 0.26432 -1.53861 -4.87977 -0.0391 -0.0317 0.0055
```
Positions in Å, forces in eV/Å.

Its spin multiplicity is 1.

=====

Computed, not measured: a 2-piece molecular cluster, C6H12BF3N3O4S overall at a distorted geometry, with ωB97M-V with the def2-TZVPD basis set.

```
30
Properties=species:S:1:pos:R:3:forces:R:3
C -0.73405 -0.17716 3.10510 -0.8946 -0.3012 -0.4845
C -0.64341 0.21820 1.62962 0.4870 0.1951 -1.2838
N 0.19340 1.10511 1.00423 -1.3124 -1.2335 1.4000
C 1.23881 1.94981 1.60965 0.2914 0.9603 -0.8824
F 1.27326 3.08403 0.89598 0.3365 -1.1094 0.6511
F 0.92508 2.26199 2.86839 0.3187 -0.8005 -0.7729
F 2.39968 1.28477 1.51695 -0.8792 0.8070 0.4710
N -0.01274 1.16647 -0.30543 -0.3744 0.6258 -2.1812
C -1.00299 0.37968 -0.66119 1.2675 0.3083 3.1497
N -1.38140 -0.21182 0.56552 -0.1146 -0.5166 -0.5164
O -2.40941 -1.11338 0.67045 -0.4403 1.1701 1.2082
B -3.54224 -0.35143 1.17341 -2.0083 0.4555 0.6178
O -4.36742 -0.87093 2.17170 1.0171 -0.5635 -2.0237
O -3.82644 0.95340 0.70704 1.8139 -1.2844 0.8054
H 0.24233 -0.42148 3.57316 -0.4998 0.4430 -0.5593
H -1.24973 0.64663 3.64960 0.5413 -0.5083 -0.2332
H -1.38015 -1.08795 3.20255 0.5223 0.7706 -0.2725
H -1.45433 0.20767 -1.65239 0.4472 -0.0042 0.7948
H -5.18326 -1.20948 1.75982 -0.0125 0.1712 0.6493
H -3.23730 1.52725 1.23605 -0.6983 0.3945 -0.5485
C 2.81567 -1.58007 -3.99787 -0.0437 0.0571 -0.1073
S 2.01841 -1.77153 -2.39660 0.0762 -0.1402 -0.1023
O 0.54131 -1.80612 -2.62950 0.0220 0.3137 0.1733
C 2.40919 -0.12723 -1.78300 0.1608 0.0733 -0.1546
H 2.65491 -2.49213 -4.57099 -0.0347 -0.0030 0.1073
H 2.38070 -0.73391 -4.53119 -0.0453 -0.0140 0.0689
H 3.88571 -1.42635 -3.85468 -0.0283 -0.0364 0.0621
H 1.99338 0.62686 -2.45261 -0.0250 -0.0403 0.0024
H 3.49010 -0.00546 -1.70474 -0.0153 -0.0699 -0.0085
H 1.96291 -0.02542 -0.79903 0.1248 -0.1202 -0.0302
```
Positions in Å, forces in eV/Å.

As for the charge: +1. As for the relative energy (zero: lowest compared OMol25 entry of this formula, charge and spin): 0.0 kcal per mole. Its spin multiplicity is 1.

=====

Values of E, in order: -6674.9733 -1423.4605, all in a.u..
Values of LUMO energy, in order: -0.42 -3.99, all in eV.
Values of Kohn-Sham gap, in order: 9.05 7.73, all in eV.